Record 1
Computed, not measured: a structure of composition C16H19BHfN6Te at a distorted geometry, with ωB97M-V/def2-TZVPD.

DFT total energy = -1290.03790 hartree
charge = +2
relative energy (zero: lowest compared OMol25 entry of this formula, charge and spin) = 0.00 kJ/mol
Kohn-Sham gap = 6.072 eV
HOMO energy = -13.84 eV

Element x y z (Å)
H: -0.071 3.076 0.852
N: 0.238 1.830 -0.843
B: 0.867 0.888 -3.157
N: 0.731 2.049 -2.125
C: 0.969 3.355 -2.277
Hf: -0.152 -0.229 -0.247
H: 1.357 3.701 -3.225
C: 0.666 4.015 -1.089
H: 0.754 5.068 -0.878
C: 0.225 3.033 -0.198
H: 1.233 1.270 -4.229
C: -1.492 -2.018 1.113
H: -1.804 -2.091 2.165
H: -0.588 -2.638 1.028
H: -2.274 -2.458 0.480
N: -0.552 0.268 -3.288
N: 1.803 -0.226 -2.576
N: -1.203 -0.243 -2.164
N: 1.520 -0.862 -1.365
C: -1.351 0.184 -4.358
C: 2.911 -0.762 -3.097
H: -0.999 0.546 -5.313
H: 3.271 -0.383 -4.042
C: -2.554 -0.405 -3.963
C: 3.389 -1.753 -2.229
C: -2.429 -0.659 -2.586
C: 2.511 -1.776 -1.145
H: -3.398 -0.621 -4.588
H: 4.252 -2.369 -2.363
H: -3.130 -1.096 -1.886
H: 2.515 -2.348 -0.231
H: -1.449 -0.881 0.960
Te: 1.498 0.241 2.044
C: 0.235 -0.162 3.695
C: -0.983 0.522 3.894
C: -1.752 0.197 5.018
C: -1.304 -0.760 5.937
C: -0.102 -1.445 5.715
C: 0.680 -1.161 4.588
H: -1.293 1.281 3.172
H: -2.707 0.697 5.178
H: -1.898 -0.986 6.827
H: 0.235 -2.213 6.417
H: 1.625 -1.674 4.381


Record 2
Computed, not measured: a cluster of 8 separate species, C56H65N8O16Si in total at a distorted geometry, with ωB97M-V/def2-TZVPD.

DFT total energy = -4103.64875 hartree
charge = 0
<S²> = 0.75
Kohn-Sham gap (spin up / spin down) = 7.441 / 8.532 eV
HOMO energy (spin up / spin down) = -8.46 / -9.55 eV
2S+1 = 2

Element x y z (Å)
C: 0.077 -2.027 -1.289
C: 0.068 -1.167 -2.509
C: 0.109 -2.134 -3.673
C: -1.187 -0.306 -2.596
C: -0.981 0.973 -3.355
C: -2.279 1.724 -3.585
C: -3.234 1.894 -2.419
O: -4.581 1.559 -2.750
Si: -5.108 0.004 -2.760
C: -4.530 -0.972 -1.272
C: -6.970 0.119 -2.723
C: -4.634 -0.916 -4.324
C: 0.100 1.852 -2.762
C: 1.278 1.092 -2.166
C: 2.600 1.706 -2.619
C: 1.241 1.204 -0.666
N: 1.297 -0.330 -2.620
O: 2.329 -0.962 -2.202
H: -0.062 -1.496 -0.367
H: 0.970 -2.613 -1.253
H: -0.737 -2.705 -1.383
H: 0.788 -2.936 -3.464
H: 0.445 -1.651 -4.573
H: -0.853 -2.572 -3.827
H: -1.913 -0.882 -3.133
H: -1.597 -0.144 -1.614
H: -0.632 0.667 -4.328
H: -2.798 1.266 -4.404
H: -2.006 2.706 -3.923
H: -3.266 2.925 -2.153
H: -2.906 1.364 -1.541
H: -4.119 -0.358 -0.497
H: -5.318 -1.576 -0.876
H: -3.743 -1.643 -1.567
H: -7.341 -0.691 -2.119
H: -7.277 1.050 -2.291
H: -7.395 0.009 -3.700
H: -5.513 -1.426 -4.668
H: -4.311 -0.274 -5.122
H: -3.911 -1.682 -4.132
H: -0.318 2.433 -1.969
H: 0.409 2.549 -3.519
H: 2.447 2.709 -2.951
H: 3.036 1.128 -3.408
H: 3.307 1.750 -1.814
H: 0.341 0.843 -0.209
H: 1.289 2.254 -0.454
H: 2.114 0.759 -0.233
C: -1.847 7.852 2.012
C: -1.482 7.784 0.674
C: -1.468 6.566 0.019
C: -1.827 5.437 0.726
C: -2.189 5.476 2.057
C: -2.196 6.699 2.705
N: -1.829 4.140 0.030
O: -1.484 4.117 -1.143
O: -2.171 3.151 0.655
H: -1.863 8.804 2.517
H: -1.212 8.682 0.137
H: -1.188 6.494 -1.020
H: -2.461 4.570 2.576
H: -2.478 6.758 3.744
C: -3.084 10.507 8.934
C: -3.455 9.173 8.841
C: -3.665 8.596 7.602
C: -3.495 9.374 6.476
C: -3.131 10.703 6.542
C: -2.925 11.270 7.787
N: -3.703 8.761 5.151
O: -4.042 7.592 5.111
O: -3.518 9.452 4.166
H: -2.918 10.953 9.905
H: -3.580 8.579 9.735
H: -3.956 7.561 7.511
H: -3.011 11.282 5.639
H: -2.639 12.310 7.860
C: -2.287 -2.952 -6.433
C: -3.003 -2.385 -7.477
C: -3.020 -2.997 -8.719
C: -2.317 -4.171 -8.885
C: -1.596 -4.752 -7.863
C: -1.583 -4.131 -6.627
N: -2.344 -4.837 -10.205
O: -2.971 -4.292 -11.097
O: -1.737 -5.887 -10.318
H: -2.279 -2.473 -5.465
H: -3.552 -1.467 -7.324
H: -3.570 -2.571 -9.543
H: -1.056 -5.671 -8.032
H: -1.023 -4.569 -5.812
C: 1.686 -7.535 0.882
C: 0.504 -8.255 0.997
C: -0.677 -7.740 0.491
C: -0.643 -6.510 -0.132
C: 0.518 -5.774 -0.252
C: 1.692 -6.292 0.265
N: -1.887 -5.968 -0.719
O: -2.909 -6.617 -0.600
O: -1.791 -4.914 -1.327
H: 2.606 -7.942 1.278
H: 0.501 -9.221 1.481
H: -1.604 -8.288 0.567
H: 0.505 -4.815 -0.745
H: 2.611 -5.727 0.180
C: 5.024 1.111 3.749
C: 5.020 0.042 4.632
C: 4.558 -1.195 4.222
C: 4.119 -1.340 2.923
C: 4.118 -0.292 2.025
C: 4.566 0.946 2.450
N: 3.607 -2.658 2.509
O: 3.559 -3.516 3.378
O: 3.215 -2.801 1.365
H: 5.385 2.077 4.074
H: 5.373 0.172 5.645
H: 4.540 -2.033 4.902
H: 3.766 -0.429 1.013
H: 4.566 1.779 1.762
C: 0.163 -4.646 5.893
C: 1.478 -4.248 5.687
C: 2.369 -4.238 6.745
C: 1.926 -4.636 7.990
C: 0.627 -5.036 8.218
C: -0.260 -5.038 7.156
N: 2.881 -4.638 9.118
O: 4.017 -4.255 8.895
O: 2.474 -5.019 10.201
H: -0.532 -4.651 5.067
H: 1.815 -3.942 4.708
H: 3.393 -3.930 6.604
H: 0.316 -5.337 9.206
H: -1.284 -5.345 7.316
C: 5.894 -0.456 -3.739
C: 7.153 0.120 -3.837
C: 7.994 0.150 -2.738
C: 7.550 -0.403 -1.555
C: 6.303 -0.980 -1.435
C: 5.469 -1.008 -2.539
N: 8.439 -0.378 -0.376
O: 9.526 0.158 -0.498
O: 8.027 -0.888 0.652
H: 5.240 -0.476 -4.601
H: 7.484 0.548 -4.773
H: 8.974 0.596 -2.797
H: 5.979 -1.403 -0.496
H: 4.487 -1.449 -2.458


Record 3
Computed, not measured: a structure of composition C3H6EuF3O at a distorted geometry, with ωB97M-V/def2-TZVPD.

DFT total energy = -1202.61188 hartree
charge = +1
relative energy (zero: lowest compared OMol25 entry of this formula, charge and spin) = 247.73 kJ/mol
<S²> = 15.76
Kohn-Sham gap (spin up / spin down) = 5.159 / 5.360 eV
HOMO energy (spin up / spin down) = -11.79 / -11.79 eV
2S+1 = 8

Element x y z (Å)
H: 2.068 1.228 0.815
C: 0.962 1.255 0.845
F: -0.608 2.137 -1.227
F: 0.797 1.134 2.201
F: 0.767 2.596 0.699
Eu: -1.580 1.857 -3.621
C: -1.168 -1.733 0.330
O: 0.086 -1.242 0.731
C: 0.727 -0.334 -0.131
H: -1.574 -2.315 1.166
H: -1.892 -0.933 0.105
H: -1.022 -2.427 -0.515
H: 1.815 -0.427 -0.265
H: 0.622 -0.795 -1.133


Record 4
Computed, not measured: a cluster of 2 separate species, C4H8NO3 in total at a distorted geometry, with ωB97M-V/def2-TZVPD.

DFT total energy = -437.76629 hartree
charge = -1
relative energy (zero: lowest compared OMol25 entry of this formula, charge and spin) = 102.92 kJ/mol
Kohn-Sham gap = 7.586 eV
HOMO energy = -4.09 eV

Element x y z (Å)
C: -0.983 -2.574 0.919
C: 0.203 -2.315 -0.063
O: 0.278 -3.158 -0.979
O: 0.827 -1.237 0.084
H: -1.788 -1.865 0.704
H: -0.716 -2.393 1.962
H: -1.384 -3.569 0.727
C: 0.148 3.497 -0.645
C: -0.174 2.165 -0.001
O: -1.337 1.804 0.108
N: 0.869 1.437 0.418
H: 0.756 4.125 0.025
H: -0.704 4.157 -0.427
H: 0.781 0.512 0.849
H: 1.813 1.781 0.451
H: 0.398 3.484 -1.698


Record 5
Computed, not measured: the molecule C4H6N2S2 at a distorted geometry, with ωB97M-V/def2-TZVPD.

DFT total energy = -1061.90106 hartree
charge = 0
relative energy (zero: lowest compared OMol25 entry of this formula, charge and spin) = 39.67 kJ/mol
SMILES string = SCc1nc[nH]c1S
Kohn-Sham gap = 9.380 eV
HOMO energy = -8.75 eV

Element x y z (Å)
C: 1.433 -0.302 0.759
C: 0.003 -0.361 0.303
C: -1.779 -1.243 -0.364
C: -0.819 0.667 -0.079
H: 3.595 -0.295 -0.094
H: 1.802 -1.254 1.062
H: 1.567 0.352 1.626
H: -2.614 -1.893 -0.588
H: -2.751 0.589 -0.868
H: 0.231 2.519 -0.918
N: -0.592 -1.587 0.051
N: -1.981 0.102 -0.399
S: 2.523 0.308 -0.585
S: -0.617 2.398 0.096


Record 6
Computed, not measured: a structure of composition C22H39Be2F8LiNO15P2S at a distorted geometry, with ωB97M-V/def2-TZVPD.

DFT total energy = -3960.72403 hartree
charge = +1
Kohn-Sham gap = 1.068 eV
HOMO energy = -8.73 eV

Element x y z (Å)
C: 2.223 -1.449 3.953
C: 2.208 -0.284 3.317
P: 2.504 1.479 2.560
C: 1.015 2.210 3.533
C: -0.045 2.984 2.571
O: 3.685 0.610 1.570
C: 4.510 1.573 0.822
C: 4.528 2.856 1.858
P: 5.276 4.500 1.205
O: 5.253 5.525 2.624
O: 6.907 4.091 0.764
O: 3.088 3.070 2.081
H: 2.432 -2.236 4.774
H: 3.372 1.683 3.699
H: 1.632 1.249 1.437
H: 1.369 2.920 4.372
H: 0.433 1.351 4.024
H: -0.077 2.564 1.500
H: -1.078 2.863 3.090
H: 0.171 4.112 2.573
H: 3.992 2.066 -0.096
H: 5.530 1.057 0.641
H: 5.160 2.497 2.778
H: 4.455 5.178 3.114
H: 7.548 4.189 1.525
Li: 1.695 5.270 2.501
Be: 6.715 2.582 1.936
C: -1.290 -1.074 3.988
O: -2.224 -0.398 4.619
H: -0.237 -0.965 4.363
H: -1.388 -2.175 3.971
H: -1.148 -0.860 2.913
C: 10.088 -0.563 0.544
C: 9.537 0.302 1.441
C: 9.836 -0.044 2.892
O: 9.495 0.645 3.846
C: 10.575 -1.289 3.173
C: 11.120 -2.170 2.273
C: 10.911 -1.763 0.819
O: 11.374 -2.363 -0.134
O: 11.744 -3.220 2.513
O: 8.839 1.322 1.203
H: 9.936 -0.387 -0.515
H: 10.682 -1.492 4.233
C: -3.602 0.224 1.641
O: -2.322 0.367 1.043
H: -3.478 -0.162 2.654
H: -4.097 1.197 1.683
H: -4.202 -0.478 1.057
H: -2.463 0.709 0.149
C: -4.110 -3.092 -4.247
C: -3.479 -1.687 -4.186
C: -2.634 -1.392 -2.945
F: -3.342 -1.476 -1.801
F: -2.143 -0.126 -2.995
F: -4.451 -0.758 -4.348
F: -2.664 -1.569 -5.276
O: -5.479 -3.208 -3.833
C: -5.721 -3.354 -2.446
C: -6.482 -2.165 -1.847
F: -5.820 -1.000 -2.032
F: -6.636 -2.316 -0.507
F: -4.559 -3.611 -1.814
F: -6.470 -4.479 -2.317
H: -4.131 -3.368 -5.306
H: -3.479 -3.854 -3.779
H: -1.783 -2.075 -2.879
H: -7.471 -2.065 -2.301
N: 9.456 4.873 3.068
H: 10.266 5.211 3.598
H: 8.608 5.330 3.416
H: 9.584 5.098 2.064
H: 9.371 3.857 3.184
O: 10.699 5.685 0.389
H: 10.478 6.566 0.102
O: -9.777 -2.214 -2.992
S: -9.791 -2.777 -4.320
O: -9.156 -2.117 -5.431
O: -11.315 -3.134 -4.726
C: -12.302 -2.105 -4.645
C: -12.207 -1.147 -5.817
C: -9.186 -4.441 -4.238
H: -12.228 -1.573 -3.691
H: -13.276 -2.599 -4.664
H: -11.283 -0.566 -5.778
H: -13.046 -0.447 -5.812
H: -12.206 -1.693 -6.764
H: -9.696 -4.963 -3.429
H: -8.108 -4.398 -4.039
H: -9.370 -4.931 -5.194
Be: -6.903 -5.740 -4.578


Record 7
Computed, not measured: the molecule C6H15N at a distorted geometry, with ωB97M-V/def2-TZVPD.

DFT total energy = -292.25980 hartree
charge = 0
relative energy (zero: lowest compared OMol25 entry of this formula, charge and spin) = 286.78 kJ/mol
SMILES string = CCCNCCC
Kohn-Sham gap = 10.054 eV
HOMO energy = -8.98 eV

Element x y z (Å)
C: 2.277 0.702 0.502
C: 1.585 2.025 0.706
C: 1.682 -0.376 -0.622
N: 0.183 -0.383 -0.785
C: -0.749 -0.585 0.513
C: -2.136 -1.145 0.240
C: -2.747 -0.458 -0.863
H: 2.222 0.251 1.500
H: 3.362 0.819 0.226
H: 2.361 2.814 0.655
H: 1.084 2.022 1.701
H: 0.813 2.122 -0.099
H: 2.244 -0.116 -1.595
H: 2.212 -1.348 -0.210
H: 0.088 -1.224 -1.355
H: -0.271 -1.264 1.284
H: -0.647 0.333 1.056
H: -2.899 -1.280 1.009
H: -2.056 -2.219 -0.139
H: -2.786 0.769 -0.941
H: -1.987 -0.718 -1.691
H: -3.835 -0.742 -1.092


Record 8
Computed, not measured: the molecule C3H6N2OS at a distorted geometry, with ωB97M-V/def2-TZVPD.

DFT total energy = -700.82866 hartree
charge = 0
relative energy (zero: lowest compared OMol25 entry of this formula, charge and spin) = 158.95 kJ/mol
SMILES string = [H]/N=C1/NS[C@H](C)O1
Kohn-Sham gap = 9.195 eV
HOMO energy = -8.69 eV

Element x y z (Å)
C: 1.675 0.089 0.658
C: 0.852 0.152 -0.613
C: -1.384 0.194 -0.058
H: 1.779 1.107 1.079
H: 1.088 -0.503 1.368
H: 2.658 -0.357 0.464
H: 1.422 0.660 -1.408
H: -1.818 -1.779 -0.171
H: -2.621 1.551 0.089
N: -1.019 -1.170 -0.007
N: -2.563 0.557 0.257
O: -0.306 0.954 -0.474
S: 0.237 -1.455 -1.185


Record 9
Computed, not measured: the ion C3H5N2S with charge +1 at a distorted geometry, with ωB97M-V/def2-TZVPD.

DFT total energy = -624.55880 hartree
charge = +1
relative energy (zero: lowest compared OMol25 entry of this formula, charge and spin) = 497.29 kJ/mol
Kohn-Sham gap (spin up / spin down) = 6.659 / 6.658 eV
HOMO energy (spin up / spin down) = -13.83 / -13.83 eV

Element x y z (Å)
C: -2.336 -1.233 0.433
C: -2.712 -0.090 0.144
C: 0.087 0.888 -0.346
N: 0.948 0.727 0.608
N: 2.184 0.482 0.404
S: -1.476 1.432 0.079
H: -1.829 -2.133 0.666
H: -3.637 0.423 -0.049
H: 0.325 0.787 -1.405
H: 2.602 0.433 -0.528
H: 2.777 0.394 1.221


Record 10
Computed, not measured: a structure of composition C31H40BrKN4O2P2 at a distorted geometry, with ωB97M-V/def2-TZVPD.

DFT total energy = -5431.34421 hartree
charge = -2
relative energy (zero: lowest compared OMol25 entry of this formula, charge and spin) = 163.15 kJ/mol
Kohn-Sham gap = 4.832 eV
HOMO energy = -0.89 eV

Element x y z (Å)
K: 0.008 -0.004 0.481
C: -2.372 2.923 1.927
P: -3.234 1.479 2.678
C: -3.579 2.250 4.330
C: -1.764 0.466 3.188
C: -2.215 -0.804 3.942
P: -2.870 -2.157 2.844
C: -1.365 -3.201 2.704
C: -3.758 -3.121 4.151
H: -3.052 3.780 1.912
H: -2.091 2.682 0.901
H: -1.464 3.184 2.480
H: -2.660 2.623 4.794
H: -4.053 1.531 5.004
H: -4.272 3.084 4.193
H: -1.120 1.095 3.802
H: -1.185 0.201 2.303
H: -3.020 -0.545 4.637
H: -1.387 -1.218 4.524
H: -1.591 -4.077 2.087
H: -1.031 -3.537 3.692
H: -0.538 -2.654 2.219
H: -4.069 -4.084 3.739
H: -4.652 -2.585 4.479
H: -3.108 -3.302 5.014
C: 1.507 0.125 4.419
N: 1.701 1.164 3.431
C: 1.929 2.449 4.044
C: 2.791 0.774 2.533
C: 3.061 1.727 1.375
C: 4.390 2.104 1.150
C: 4.730 2.909 0.065
C: 3.720 3.347 -0.782
C: 2.395 2.967 -0.528
C: 1.991 2.141 0.542
H: 2.390 0.010 5.083
H: 1.333 -0.826 3.901
H: 0.642 0.356 5.054
H: 2.843 2.454 4.676
H: 1.077 2.718 4.679
H: 2.041 3.206 3.267
H: 2.484 -0.206 2.142
H: 3.723 0.643 3.124
H: 5.177 1.757 1.821
H: 5.765 3.185 -0.113
H: 3.965 3.977 -1.636
H: 1.637 3.340 -1.223
Br: 4.411 -2.574 -5.868
C: 2.709 -1.769 -6.149
C: 2.328 -0.673 -5.393
C: 1.078 -0.105 -5.593
C: 0.199 -0.605 -6.565
C: 0.624 -1.703 -7.316
C: 1.863 -2.290 -7.111
N: -0.995 0.024 -6.972
N: -1.720 0.731 -6.195
C: -1.804 0.607 -4.840
C: -2.314 1.766 -4.201
C: -2.301 1.955 -2.853
C: -1.771 0.949 -1.968
O: -1.598 1.131 -0.767
C: -1.495 -0.381 -2.598
N: -1.314 -1.404 -1.740
C: -1.192 -2.624 -2.221
C: -1.281 -2.905 -3.588
C: -1.450 -1.868 -4.469
C: -1.524 -0.545 -3.996
H: 2.994 -0.268 -4.643
H: 0.787 0.752 -5.001
H: -0.047 -2.088 -8.075
H: 2.171 -3.144 -7.700
H: -2.665 2.555 -4.861
H: -2.648 2.878 -2.407
H: -1.039 -3.418 -1.496
H: -1.230 -3.927 -3.938
H: -1.556 -2.068 -5.525
C: 1.988 -2.665 1.001
O: 1.145 -1.709 1.512
H: 2.811 -2.249 0.378
H: 1.481 -3.412 0.341
H: 2.506 -3.287 1.769